DFT (ωB97M-V/def2-TZVPD) results for a molecular structure, C19H41BN6Si4Ti at a distorted geometry.

Atoms and positions in Å:
H -0.1521 -0.8584 -2.9732
N 0.7234 1.0009 -2.4617
B 1.6937 3.3407 -2.4383
N 0.8097 2.2316 -3.1029
C 0.1689 2.1458 -4.2863
Ti 1.4502 0.7906 -0.5943
H 0.1094 2.9901 -4.9624
C -0.3629 0.8613 -4.4259
H -0.9790 0.4711 -5.2146
C 0.0212 0.1661 -3.2760
H 1.7128 4.3184 -3.1214
C 3.2636 -0.9939 2.0501
H 3.1677 -1.9547 2.5767
H 2.8106 -0.1954 2.6534
H 4.3276 -0.7685 1.9085
N 3.0905 2.6626 -2.2511
N 1.2266 3.6709 -0.9890
N 3.2040 1.5338 -1.4428
N 1.0781 2.6634 -0.0392
C 4.2889 2.9410 -2.7947
C 1.0128 4.8633 -0.3966
H 4.4104 3.7804 -3.4670
H 1.0952 5.7831 -0.9513
C 5.2135 2.0041 -2.3408
C 0.6739 4.6437 0.9434
C 4.5052 1.1333 -1.4994
C 0.7252 3.2648 1.1392
H 6.2541 1.9398 -2.5788
H 0.4028 5.3805 1.6801
H 4.8261 0.2518 -0.9636
H 0.5520 2.6557 2.0173
H 2.7787 -1.0510 1.0540
C -3.2933 1.2597 0.9665
Si -2.7719 -0.2309 -0.0769
C -4.0253 -1.6320 0.2047
C -3.0901 0.2778 -1.8603
Si -0.5098 -0.6999 0.4858
Si -0.9368 -0.9455 2.8233
C -2.6461 -1.5768 3.3480
C 0.2641 -2.1228 3.6924
C -0.7534 0.7839 3.5393
Si -0.3843 -2.9897 -0.0699
C -1.5899 -4.1288 0.8500
C -0.7250 -3.2446 -1.9015
C 1.3614 -3.5723 0.3327
H -4.2778 1.5875 0.5968
H -2.5831 2.0883 0.8345
H -3.3858 1.0453 2.0384
H -5.0065 -1.2420 -0.1103
H -3.8040 -2.5085 -0.4182
H -4.1182 -1.9569 1.2469
H -2.5168 1.1702 -2.1362
H -2.8600 -0.5183 -2.5780
H -4.1611 0.5221 -1.9535
H -2.8524 -2.5911 2.9852
H -2.6561 -1.6107 4.4488
H -3.4646 -0.9190 3.0339
H 1.2846 -1.7189 3.7132
H -0.0784 -2.2365 4.7351
H 0.2884 -3.1246 3.2398
H 0.2566 1.1749 3.3626
H -1.4746 1.4914 3.1119
H -0.9189 0.7426 4.6261
H -2.6407 -3.9048 0.6290
H -1.3855 -5.1531 0.4985
H -1.4494 -4.1132 1.9385
H 0.0209 -2.7296 -2.5190
H -0.6583 -4.3193 -2.1275
H -1.7264 -2.8985 -2.1893
H 2.1108 -2.9774 -0.2060
H 1.5910 -3.5256 1.4050
H 1.4639 -4.6192 0.0088

Results
⟨S²⟩ = 2.008
Electronic energy = -3109.53898 a.u.
2S+1 = 3

These are the Löwdin partial charges, in e, on atoms 1 to 6: 0.08, -0.09, -0.47, 0.00, -0.06, 0.65

---

DFT (ωB97M-V/def2-TZVPD) results for a molecular structure, C19H41BrN5OSbSi3W.

Atoms and positions in Å:
W 0.4331 -0.7800 -0.6020
O 2.2511 1.1887 -5.4986
C 1.4751 0.7300 -4.5321
C 0.1162 0.3897 -4.7545
C -0.6429 -0.1033 -3.7334
N -0.0459 -0.2467 -2.5277
C 1.2118 0.0893 -2.2996
Br 2.5413 -1.7892 0.0070
C 2.0524 0.5882 -3.2659
H 1.8120 1.2237 -6.3610
H -0.3143 0.4996 -5.7420
H -1.6765 -0.3976 -3.8469
H 3.0972 0.8111 -3.1130
C -2.3143 -5.6105 -2.6628
C -3.6567 -4.9247 -2.4256
C -3.9536 -3.8656 -3.4800
C -3.7670 -4.3878 -0.9963
N -2.6079 -3.5233 -0.6287
C -1.5201 -3.8522 0.0769
N -0.7216 -2.8035 0.1005
N -1.3862 -1.8641 -0.5768
N -2.5089 -2.2706 -1.0439
H -2.3576 -6.2182 -3.5646
H -2.0337 -6.2785 -1.8445
H -1.5145 -4.8768 -2.8095
H -4.4444 -5.6822 -2.4712
H -3.2502 -3.0308 -3.4178
H -4.9654 -3.4717 -3.3850
H -3.8587 -4.3002 -4.4743
H -3.7530 -5.2018 -0.2729
H -4.6557 -3.7820 -0.8303
H -1.3451 -4.8215 0.5139
C 3.9370 3.8985 -1.4846
Si 4.5731 3.3980 0.1527
C 4.6333 4.5950 1.5219
C 5.3056 1.7315 0.3115
Sb 0.1971 1.1273 0.8925
Si 1.3670 -1.1282 5.1889
C 1.7020 0.4466 6.0475
C -0.2955 -1.8694 5.2818
C 2.7288 -2.0406 4.3810
Si -2.6606 3.6189 0.7786
C -2.5269 3.8860 -1.0255
C -3.8228 2.3524 1.3979
C -1.9485 4.8356 1.9401
H 4.7995 3.9780 -2.1603
H 3.4314 4.8628 -1.4671
H 3.2815 3.1390 -1.9174
H 5.5766 5.1489 1.3824
H 4.6898 4.1320 2.5064
H 3.8363 5.3375 1.4858
H 6.0876 1.6191 -0.4485
H 4.5625 0.9555 0.0976
H 5.7437 1.5570 1.2930
H 1.2379 1.2833 5.5141
H 2.7653 0.6509 6.1646
H 1.2281 0.4189 7.0347
H -1.0523 -1.1985 5.6849
H -0.2104 -2.7285 5.9637
H -0.6171 -2.2765 4.3215
H 3.2300 -1.4232 3.6304
H 2.4043 -2.9746 3.9256
H 3.4836 -2.2619 5.1462
H -2.6508 2.9680 -1.5986
H -1.6114 4.3995 -1.3163
H -3.3626 4.5515 -1.2901
H -3.6738 1.3810 0.9245
H -4.8272 2.6905 1.1049
H -3.8107 2.2510 2.4820
H -1.5803 5.7268 1.4330
H -1.1289 4.3989 2.5178
H -2.7181 5.1243 2.6636

Results
Energy above the lowest of the compared OMol25 structures with the same formula, charge and spin = 12.7 kcal per mole
Electronic energy = -4846.00145 a.u.
Charge = +4

These are the Löwdin partial charges, in e, on atoms 1 to 6: 0.54, 0.15, -0.27, 0.06, -0.05, -0.15